Entry 1:
The following is a quantum chemistry calculation of a 2-piece molecular cluster, C5H12NO overall at a distorted geometry, from the OMol25 dataset.

Structure (XYZ):
```
19
Properties=species:S:1:pos:R:3:forces:R:3
C -1.13046 -1.59606 -0.31514 -0.12 0.07 -0.09
C -0.62812 -1.03554 1.01847 -0.28 -0.49 -0.52
C -1.57507 -0.44753 -1.21859 0.26 0.04 0.24
C 0.00880 0.27256 0.90045 0.27 -0.03 0.74
C -0.42071 0.52137 -1.39973 -0.76 -0.48 -1.52
N 2.61802 1.56971 1.01797 0.10 -0.07 0.17
O 0.11402 0.94867 -0.14089 0.20 0.45 0.61
H -0.33481 -2.15859 -0.80459 0.01 -0.04 0.01
H -1.95876 -2.28150 -0.14630 0.07 -0.04 0.05
H -1.44064 -0.93877 1.75149 0.09 0.19 0.06
H 0.08210 -1.71669 1.50229 0.08 0.19 0.11
H -1.89054 -0.82103 -2.19062 0.01 0.09 -0.05
H -2.41917 0.07859 -0.76784 -0.07 0.02 -0.06
H 2.42097 2.42429 0.50878 0.06 0.03 0.00
H 0.47485 0.74105 1.76787 -0.06 0.06 -0.18
H 0.40787 0.07034 -1.95664 -0.04 0.09 0.21
H -0.71369 1.44009 -1.91633 0.10 -0.15 0.24
H 3.33696 1.07916 0.49624 0.02 0.04 0.01
H 3.04838 1.84987 1.89314 0.05 0.02 -0.03
```
Forces are in eV/Å.

Results
charge: +1
ΔE to the lowest compared entry with this formula, charge and spin: 0.807 eV

---

Entry 2:
The following is a quantum chemistry calculation of one molecule with the formula CH3NO3S at a distorted geometry, from the OMol25 dataset.

Structure (XYZ):
```
9
Properties=species:S:1:pos:R:3:forces:R:3
C -0.39277 0.17715 -0.05247 -0.39 -4.53 -1.78
N -1.63204 0.06212 0.44991 -4.04 1.08 0.84
O 0.21967 -1.03902 -0.30921 -2.87 0.73 1.19
O 0.17252 1.14820 -0.44671 -1.16 3.60 -0.64
O 1.94945 0.72152 0.44179 0.53 6.30 3.14
S 2.02225 -0.66273 0.13438 3.89 -6.07 -3.14
H -2.21127 -0.80390 0.67392 2.20 1.30 -0.78
H -2.30986 0.89097 0.37666 2.00 -1.46 0.16
H 2.18207 -0.49430 -1.26827 -0.16 -0.95 1.00
```
Forces are in eV/Å.

Results
<S²>: 2.0092
ΔE to the lowest compared entry with this formula, charge and spin: 1.868 eV
multiplicity: 3